Record 1
Here is a molecular structure, C39H34ClHfIN3O3S2SiTe from OMol25. Energies are from wB97M-V/def2-TZVPD.

Output
- ΔE to the lowest compared entry with this formula, charge and spin (eV) = 0.000
- LUMO (eV) = -3.87
- E_tot (a.u.) = -4056.1785

Geometry as ORCA input:
```
! wB97M-V def2-TZVPD RIJCOSX def2/J DEFGRID3
* xyz 1 1
Hf 0.16 0.53 0.45
Cl 5.74 -0.08 4.57
C 4.15 -0.05 3.92
C 3.11 0.21 4.81
C 1.79 0.51 4.38
I 0.41 0.78 5.94
C 1.51 0.45 2.99
O 0.28 0.78 2.54
C 2.51 0.08 2.04
N 2.25 -0.05 0.71
C 3.14 -0.64 -0.15
C 4.44 -0.89 0.27
C 4.79 -0.61 1.59
C 3.86 -0.12 2.54
H 3.33 0.20 5.89
H 2.88 -0.69 -1.20
H 5.17 -1.18 -0.47
H 5.84 -0.64 1.87
O 0.56 0.38 -4.10
C -0.70 0.62 -4.49
C -1.05 0.74 -5.83
C -2.38 0.99 -6.12
C -3.34 1.07 -5.10
C -2.98 0.95 -3.78
C -1.62 0.79 -3.45
C -1.28 0.74 -2.01
O 0.05 0.66 -1.56
N -2.30 0.77 -1.17
N -1.98 0.56 0.13
C -3.00 0.56 1.01
S -2.67 0.22 2.72
C -4.42 -0.03 3.08
C -5.29 0.69 2.03
S -4.59 0.66 0.41
H 0.55 0.49 -3.09
H -0.24 0.70 -6.55
H -2.76 1.10 -7.13
H -4.41 1.19 -5.32
H -3.74 0.98 -3.04
H -4.52 0.43 4.07
H -4.57 -1.10 3.06
H -5.52 1.70 2.34
H -6.27 0.21 1.92
C -0.44 4.02 -0.90
Si 0.37 3.25 0.60
C -0.64 3.84 2.10
C 2.04 4.22 0.93
C 3.32 3.67 1.07
C 4.40 4.47 1.47
C 4.19 5.84 1.64
C 2.92 6.41 1.45
C 1.88 5.60 1.10
H -0.59 5.09 -0.82
H -1.41 3.54 -1.11
H 0.13 3.84 -1.85
H -0.84 4.89 1.97
H -0.11 3.66 3.03
H -1.58 3.31 2.18
H 3.47 2.63 0.88
H 5.40 4.09 1.55
H 5.00 6.50 1.93
H 2.78 7.49 1.55
H 0.89 6.09 0.89
Te -0.73 -2.56 0.69
C -0.02 -4.65 0.91
C 1.07 -5.09 0.20
C 1.30 -6.46 0.10
C 0.58 -7.37 0.84
C -0.51 -6.89 1.60
C -0.75 -5.53 1.70
C -1.30 -2.93 -1.36
C -0.45 -3.30 -2.37
C -1.00 -3.69 -3.57
C -2.35 -3.55 -3.84
C -3.20 -3.20 -2.81
C -2.67 -2.82 -1.60
H 1.73 -4.37 -0.28
H 2.05 -6.85 -0.57
H 0.80 -8.43 0.82
H -1.13 -7.63 2.12
H -1.47 -5.13 2.40
H 0.62 -3.25 -2.23
H -0.34 -4.07 -4.32
H -2.67 -3.74 -4.87
H -4.26 -3.19 -3.01
H -3.33 -2.38 -0.85
*
```

Löwdin charges in e: 1.41, 0.75, -0.62, -0.17, -0.60, 0.95, -0.37, -0.37, -0.18, -0.06, -0.07, -0.02, 0.03, -0.15, 0.09, 0.13, 0.12, 0.11, 0.06, -0.28, 0.01, -0.05, -0.08, -0.02, -0.08, -0.30, -0.29, 0.02, -0.29, -0.86, 0.93, -0.46, -0.51, 1.03, 0.07, 0.12, 0.11, 0.11, 0.10, 0.09, 0.08, 0.08, 0.09, -0.24, 0.56, -0.22, -0.27, -0.11, -0.08, -0.08, -0.09, -0.13, 0.02, 0.02, 0.05, 0.02, 0.03, 0.00, 0.07, 0.09, 0.10, 0.11, 0.11, 1.33, -0.46, -0.14, -0.09, -0.07, -0.07, -0.15, -0.50, -0.13, -0.07, -0.06, -0.08, -0.16, 0.09, 0.11, 0.11, 0.12, 0.09, 0.10, 0.11, 0.12, 0.11, 0.09

Record 2
Here is a molecular structure, C39H34F4N4O3STm from OMol25. Energies are from wB97M-V/def2-TZVPD.

Output
- <S²> = 2.002
- LUMO (alpha / beta) (eV) = -2.95 / -2.96
- E_tot (a.u.) = -3834.0182

Geometry as ORCA input:
```
! wB97M-V def2-TZVPD RIJCOSX def2/J DEFGRID3
* xyz 1 3
Tm 0.95 -0.56 -0.36
C 0.11 0.54 2.67
N 1.27 -0.26 2.19
C 1.37 -1.47 3.03
C 2.51 0.52 2.36
C 2.74 1.59 1.31
N 2.57 1.00 0.00
C 3.19 1.54 -1.10
C 2.96 0.92 -2.33
F 2.07 -0.17 -2.30
C 3.43 1.30 -3.55
F 3.11 0.56 -4.64
C 4.34 2.33 -3.65
C 4.61 2.98 -2.46
F 5.41 4.03 -2.46
C 4.06 2.64 -1.22
F 4.40 3.36 -0.11
H 0.18 0.57 3.76
H -0.85 0.06 2.36
H 0.18 1.53 2.24
H 1.55 -1.23 4.10
H 2.17 -2.14 2.68
H 0.40 -1.97 2.94
H 3.29 -0.23 2.23
H 2.59 0.92 3.38
H 3.75 1.95 1.47
H 2.11 2.47 1.51
H 4.74 2.65 -4.61
C -0.71 -0.54 -3.54
O -0.77 -0.90 -2.14
C -2.04 -1.02 -1.55
C -3.21 -0.49 -2.12
C -4.35 -0.50 -1.32
C -4.35 -1.10 -0.05
C -3.19 -1.64 0.48
C -2.03 -1.60 -0.26
N -0.76 -2.08 0.19
N -0.75 -3.16 0.81
C 0.42 -3.83 1.11
C 1.69 -3.50 0.54
O 1.89 -2.45 -0.16
C 2.79 -4.39 0.76
C 2.63 -5.46 1.61
C 1.36 -5.80 2.26
C 1.21 -6.88 3.12
C -0.02 -7.22 3.66
C -1.10 -6.38 3.38
C -0.99 -5.28 2.56
C 0.25 -4.98 1.98
H -1.00 0.50 -3.68
H -1.31 -1.22 -4.15
H 0.34 -0.57 -3.79
H -3.23 -0.09 -3.11
H -5.30 -0.18 -1.74
H -5.28 -1.10 0.49
H -3.14 -2.15 1.44
H 3.75 -4.13 0.30
H 3.48 -6.11 1.87
H 2.05 -7.50 3.29
H -0.16 -8.07 4.27
H -2.09 -6.65 3.78
H -1.89 -4.71 2.38
O -0.53 1.19 -0.29
S -1.10 2.47 0.29
C -0.26 3.75 -0.66
C -0.48 5.09 -0.32
C 0.24 6.07 -1.00
C 1.17 5.68 -1.96
C 1.30 4.38 -2.35
C 0.58 3.37 -1.69
C -2.77 2.56 -0.22
C -3.19 2.97 -1.49
C -4.53 2.99 -1.80
C -5.43 2.66 -0.81
C -5.04 2.21 0.42
C -3.70 2.15 0.76
H -1.12 5.33 0.51
H 0.07 7.11 -0.72
H 1.73 6.44 -2.47
H 1.95 4.12 -3.17
H 0.66 2.34 -2.07
H -2.47 3.19 -2.27
H -4.90 3.30 -2.79
H -6.48 2.71 -0.98
H -5.76 1.86 1.20
H -3.38 1.85 1.76
*
```

Löwdin charges in e: 1.50, -0.09, -0.32, -0.07, -0.19, -0.23, -0.10, -0.19, -0.13, -0.04, -0.21, 0.09, 0.06, -0.24, 0.12, -0.12, 0.07, 0.10, 0.10, 0.03, 0.11, 0.10, 0.09, 0.13, 0.14, 0.12, 0.12, 0.15, -0.01, -0.22, -0.20, 0.01, -0.08, -0.07, -0.01, -0.19, -0.06, 0.12, -0.15, -0.36, -0.16, 0.01, 0.03, -0.16, -0.03, -0.06, -0.08, -0.03, -0.11, 0.10, 0.11, 0.08, 0.11, 0.11, 0.11, 0.12, 0.13, 0.12, 0.10, 0.10, 0.12, 0.10, -0.60, 1.08, -0.35, -0.06, -0.05, -0.06, -0.05, -0.06, -0.37, -0.06, -0.06, -0.08, -0.09, -0.07, 0.11, 0.12, 0.11, 0.11, 0.10, 0.12, 0.13, 0.11, 0.14, 0.12

Record 3
Here is a molecular structure, C39H34N3O10S3Y from OMol25. Energies are from wB97M-V/def2-TZVPD.

Output
- ΔE to the lowest compared entry with this formula, charge and spin (eV) = 2.458
- LUMO (eV) = 4.05
- E_tot (a.u.) = -3656.2917

Geometry as ORCA input:
```
! wB97M-V def2-TZVPD RIJCOSX def2/J DEFGRID3
* xyz -2 1
Y 11.31 12.79 12.70
C 8.88 13.17 17.76
O 9.90 13.78 18.50
C 9.80 15.11 18.61
C 9.86 15.65 19.90
C 9.62 17.03 20.21
C 9.41 17.88 19.15
C 9.38 17.40 17.83
C 9.60 16.01 17.55
N 9.40 15.69 16.20
C 10.25 14.95 15.37
N 11.44 14.59 15.93
C 12.68 14.32 15.43
C 12.92 13.99 14.09
C 14.31 13.94 13.76
C 15.29 14.29 14.66
C 14.96 14.59 16.00
C 13.67 14.53 16.44
O 13.37 14.57 17.78
C 13.32 13.26 18.31
N 10.01 14.69 14.13
C 8.89 15.32 13.51
C 9.02 16.25 12.51
C 7.88 16.76 11.80
C 6.69 16.37 12.28
C 6.51 15.38 13.28
C 7.60 14.81 13.80
O 7.51 13.84 14.80
C 7.14 12.52 14.34
H 8.97 13.31 16.69
H 7.91 13.41 18.19
H 9.03 12.02 17.86
H 9.86 14.91 20.61
H 9.45 17.38 21.25
H 9.41 19.03 19.35
H 9.36 18.16 17.01
H 8.54 16.09 15.72
H 11.53 14.66 16.92
H 14.61 13.67 12.76
H 16.29 14.13 14.42
H 15.75 14.76 16.68
H 12.75 13.26 19.24
H 14.36 12.89 18.51
H 12.77 12.56 17.65
H 10.05 16.49 12.21
H 8.06 17.26 10.82
H 5.74 16.66 11.83
H 5.51 14.94 13.45
H 7.61 11.82 15.01
H 7.52 12.26 13.38
H 6.07 12.41 14.26
O 9.23 15.04 9.50
C 9.63 14.24 10.35
O 10.78 14.44 11.03
C 8.84 12.88 10.69
O 7.89 12.59 10.01
O 9.42 12.21 11.65
O 12.99 11.71 11.66
C 13.59 11.29 10.49
C 14.91 10.62 10.89
C 15.87 10.10 10.05
C 16.96 9.66 10.77
C 16.87 9.70 12.11
S 15.40 10.48 12.53
C 12.64 10.22 9.80
C 12.61 8.88 9.74
C 11.52 8.33 9.01
C 10.72 9.35 8.52
S 11.21 10.88 9.03
C 13.83 12.53 9.62
C 13.72 13.84 9.98
C 13.88 14.78 8.95
C 14.00 14.17 7.74
S 14.02 12.48 7.89
H 15.77 10.18 9.00
H 17.90 9.31 10.37
H 17.60 9.38 12.80
H 13.39 8.29 10.18
H 11.32 7.25 8.91
H 9.78 9.14 7.98
H 13.34 14.04 10.95
H 13.56 15.83 9.07
H 13.77 14.47 6.68
C 12.99 10.62 15.07
C 11.57 11.00 15.36
O 11.10 11.01 16.51
O 10.88 11.40 14.37
H 13.21 10.37 14.02
H 13.39 9.97 15.85
H 13.46 11.59 15.19
*
```

Löwdin charges in e: 1.54, -0.07, -0.08, -0.26, 0.01, -0.11, -0.15, -0.02, -0.16, 0.13, -0.35, 0.16, -0.23, -0.13, -0.15, -0.12, -0.04, -0.26, -0.12, -0.07, 0.12, -0.22, -0.02, -0.08, -0.12, -0.03, -0.27, -0.13, -0.04, 0.06, 0.09, 0.12, 0.09, 0.10, 0.12, 0.12, 0.18, 0.11, 0.06, 0.07, 0.09, 0.08, 0.10, 0.09, 0.12, 0.12, 0.09, 0.13, 0.09, 0.07, 0.07, -0.01, -0.52, -0.21, -0.60, 0.05, -0.21, -0.35, -0.57, -0.42, -0.13, -0.26, -0.42, 1.10, -0.40, -0.16, -0.19, -0.44, 1.08, -0.43, -0.14, -0.18, -0.46, 0.99, 0.09, 0.09, 0.05, 0.10, 0.09, 0.07, 0.07, 0.12, 0.07, -0.03, -0.72, -0.03, -0.17, 0.02, 0.08, 0.06

Record 4
Here is a molecular structure, C39H35Cl8GeN5O2PSV from OMol25. Energies are from wB97M-V/def2-TZVPD.

Output
- ΔE to the lowest compared entry with this formula, charge and spin (eV) = 0.302
- <S²> = 3.763
- LUMO (alpha / beta) (eV) = -2.47 / -2.50
- E_tot (a.u.) = -9373.4434

Geometry as ORCA input:
```
! wB97M-V def2-TZVPD RIJCOSX def2/J DEFGRID3
* xyz 1 4
V -0.26 0.70 -1.78
C -4.22 1.39 2.28
C -3.25 2.26 2.75
C -1.98 1.80 3.02
C -1.65 0.46 2.81
C -2.63 -0.41 2.33
C -3.91 0.05 2.08
P 0.00 -0.22 3.18
C 0.21 0.10 4.97
C -0.84 0.42 5.82
C -0.62 0.58 7.18
C 0.66 0.43 7.70
C 1.71 0.10 6.86
C 1.49 -0.07 5.50
C 1.13 1.08 2.51
C 1.38 2.31 3.12
C 2.26 3.22 2.56
C 2.95 2.91 1.39
C 2.75 1.68 0.78
C 1.85 0.81 1.35
H -5.22 1.75 2.07
H -3.49 3.31 2.91
H -1.24 2.49 3.41
H -2.38 -1.45 2.14
H -4.66 -0.62 1.69
H -1.84 0.55 5.42
H -1.44 0.84 7.83
H 0.83 0.56 8.76
H 2.71 -0.02 7.26
H 2.32 -0.33 4.85
H 0.88 2.55 4.05
H 2.43 4.17 3.05
H 3.65 3.62 0.97
H 3.30 1.40 -0.11
Cl -4.10 -2.22 -0.59
Ge -4.37 -0.42 -2.01
Cl -5.92 0.62 -0.83
Cl -2.53 0.95 -1.03
O 2.99 -1.42 2.25
C 2.18 -1.48 1.35
O 1.63 -0.45 0.72
C 1.69 -2.81 0.82
N 1.98 -3.80 1.93
C 2.82 -4.91 1.37
C 3.58 -4.21 0.25
C 2.50 -3.32 -0.38
H 0.62 -2.76 0.62
H 1.12 -4.13 2.38
H 2.51 -3.25 2.63
H 2.15 -5.67 0.99
H 3.44 -5.32 2.17
H 4.01 -4.92 -0.45
H 4.39 -3.61 0.67
H 1.85 -3.90 -1.03
H 2.90 -2.50 -0.97
N -1.04 5.11 2.81
C -0.70 4.82 1.75
C -0.24 4.47 0.44
C 0.36 5.41 -0.39
C 0.80 5.01 -1.63
C 0.63 3.69 -2.01
N 0.04 2.78 -1.22
C -0.39 3.17 -0.02
H 0.48 6.44 -0.05
H 1.27 5.71 -2.31
H 0.96 3.33 -2.98
H -0.88 2.42 0.60
S -0.26 -1.88 -1.80
C -1.12 -2.35 -3.23
N -0.60 -2.14 -4.43
C -1.30 -2.46 -5.68
C -2.80 -2.46 -5.43
C -3.11 -3.36 -4.26
N -2.27 -2.99 -3.12
H 0.25 -1.60 -4.46
H -0.97 -3.43 -6.05
H -1.02 -1.71 -6.42
H -3.32 -2.80 -6.32
H -3.13 -1.44 -5.22
H -2.93 -4.41 -4.52
H -4.14 -3.27 -3.94
H -2.68 -3.03 -2.19
Cl -2.26 1.36 -4.90
C -0.56 1.06 -5.04
C 0.17 0.92 -3.88
C 1.51 0.65 -4.05
Cl 2.42 0.47 -2.54
C 2.15 0.48 -5.27
Cl 3.83 0.13 -5.37
C 1.38 0.62 -6.42
Cl 2.10 0.43 -7.97
C 0.01 0.91 -6.31
Cl -0.95 1.05 -7.73
*
```

Löwdin charges in e: 0.28, -0.09, -0.07, -0.13, -0.40, -0.12, -0.13, 1.14, -0.39, -0.08, -0.07, -0.08, -0.08, -0.11, -0.27, -0.07, -0.06, -0.05, -0.02, -0.26, 0.10, 0.11, 0.08, 0.09, 0.06, 0.10, 0.11, 0.11, 0.11, 0.10, 0.12, 0.12, 0.12, 0.09, -0.03, 0.12, -0.03, 0.07, 0.13, -0.49, 0.01, -0.17, 0.11, -0.09, -0.13, -0.13, 0.11, 0.19, 0.16, 0.14, 0.14, 0.13, 0.13, 0.11, 0.12, 0.20, -0.17, -0.18, 0.02, -0.01, -0.09, -0.03, -0.09, 0.13, 0.12, 0.11, 0.08, 0.66, -0.74, 0.05, -0.14, -0.15, -0.16, 0.01, 0.11, 0.13, 0.11, 0.13, 0.08, 0.13, 0.12, -0.01, 0.69, -0.71, -0.33, -0.70, 0.71, -0.72, 0.71, -0.71, 0.71, -0.72, 0.70

Record 5
Here is a molecular structure, C39H35ClCrN2Si2 from OMol25. Energies are from wB97M-V/def2-TZVPD.

Output
- ΔE to the lowest compared entry with this formula, charge and spin (eV) = 4.793
- <S²> = 6.492
- LUMO (alpha / beta) (eV) = -0.53 / -0.62
- E_tot (a.u.) = -3700.0887

Geometry as ORCA input:
```
! wB97M-V def2-TZVPD RIJCOSX def2/J DEFGRID3
* xyz 0 5
C 1.11 0.64 0.96
C 1.86 0.24 -0.19
C 1.74 1.29 -1.16
H 2.53 -0.61 -0.27
C 0.78 2.25 -0.66
C 0.43 1.85 0.67
H -0.15 2.44 1.37
H 1.14 0.14 1.93
H 2.40 1.43 -2.00
H 0.50 3.18 -1.16
Cr -0.27 0.46 -1.28
Si -0.04 -1.19 -4.18
C 1.39 -2.44 -4.12
C 1.20 -3.72 -4.66
H 0.24 -3.98 -5.10
C 2.24 -4.66 -4.63
H 2.08 -5.66 -5.06
C 3.48 -4.34 -4.06
H 4.30 -5.06 -4.07
C 3.64 -3.09 -3.45
H 4.59 -2.82 -2.97
C 2.58 -2.19 -3.41
H 2.69 -1.27 -2.82
C 0.68 0.68 -4.31
C 2.13 0.97 -4.08
H 2.85 0.19 -3.86
C 2.62 2.31 -4.37
H 3.70 2.48 -4.49
C 1.74 3.40 -4.09
H 2.14 4.41 -3.97
C 0.40 3.12 -3.94
H -0.27 3.94 -3.65
C -0.14 1.85 -4.10
H -1.22 1.72 -3.98
H 0.18 -1.10 -2.69
Si 1.68 1.35 -5.83
C 1.17 2.53 -7.17
C 2.09 2.66 -8.22
H 2.89 1.92 -8.33
C 2.00 3.75 -9.10
H 2.74 3.87 -9.89
C 0.96 4.68 -8.95
H 0.92 5.56 -9.59
C -0.03 4.47 -7.99
H -0.86 5.18 -7.89
C 0.04 3.37 -7.13
H -0.77 3.17 -6.42
C 2.30 -0.26 -6.67
C 3.64 -0.64 -6.53
H 4.32 -0.04 -5.92
C 4.10 -1.80 -7.15
H 5.15 -2.09 -7.05
C 3.22 -2.60 -7.89
H 3.59 -3.49 -8.40
C 1.87 -2.25 -7.97
H 1.17 -2.89 -8.52
C 1.41 -1.10 -7.34
H 0.34 -0.86 -7.35
H -1.14 -2.10 -4.57
Cl -2.10 -0.27 -2.98
C 0.02 -3.72 0.16
C -1.11 -3.84 0.97
C -1.98 -2.75 1.07
C -1.70 -1.57 0.38
N -0.58 -1.47 -0.40
C 0.26 -2.52 -0.49
C -2.55 -0.37 0.43
C -3.81 -0.33 1.04
C -4.59 0.82 0.92
C -4.07 1.93 0.23
C -2.78 1.86 -0.30
N -2.06 0.73 -0.21
H 0.74 -4.53 0.04
H -1.33 -4.76 1.50
H -2.87 -2.77 1.70
H 1.14 -2.40 -1.14
H -4.15 -1.22 1.57
H -5.59 0.85 1.34
H -4.64 2.85 0.11
H -2.32 2.70 -0.83
*
```

Löwdin charges in e: -0.13, -0.16, -0.20, 0.10, -0.21, -0.15, 0.11, 0.11, 0.09, 0.10, 0.46, 0.57, -0.33, -0.12, 0.09, -0.10, 0.10, -0.10, 0.10, -0.09, 0.10, -0.14, 0.08, -0.39, -0.29, 0.10, -0.20, 0.13, -0.12, 0.11, -0.17, 0.12, -0.22, 0.04, -0.07, 0.70, -0.22, -0.09, 0.10, -0.09, 0.10, -0.09, 0.10, -0.08, 0.10, -0.08, 0.10, -0.25, -0.10, 0.11, -0.08, 0.10, -0.09, 0.10, -0.09, 0.10, -0.11, 0.11, -0.02, 0.15, -0.03, -0.04, 0.00, -0.18, 0.02, -0.09, -0.19, 0.01, -0.04, -0.04, -0.10, -0.03, 0.11, 0.11, 0.10, 0.10, 0.11, 0.11, 0.11, 0.13